(1)
Entry from the Open Molecules 2025 dataset: the ion C8H12NO2 with charge -1 in a non-equilibrium geometry (ωB97M-V/def2-TZVPD).

Properties
- max |F| (hartree/bohr) = 0.06287
- gap between HOMO and LUMO (alpha / beta) (eV) = 5.98 / 5.54
- energy relative to the best compared isomer or geometry (same formula, charge and spin) (kJ/mol) = 554.66
- LUMO level (alpha / beta) (eV) = 3.632 / 3.618
- HOMO (alpha / beta) (hartree) = -0.08614 / -0.07077

ORCA input file:
```
! RIJCOSX wB97M-V def2-TZVPD def2/J DEFGRID3
* xyz -1 1
C -0.0809 0.7520 0.0879
C 1.1291 0.1601 0.3512
C 2.3303 0.9776 0.2283
C -1.3711 0.0027 -0.0435
C 1.2403 -1.2583 0.3946
C -1.7000 0.0408 -1.5632
C -2.4465 0.7674 0.7798
C 1.9903 -2.1027 1.0019
N -1.1408 -1.4623 0.5692
O -1.6418 -2.4025 -0.0885
O 2.7466 1.4277 -1.0826
H -0.0156 1.8304 -0.1172
H 2.0640 1.9863 0.6334
H 3.2234 0.5310 0.6764
H -0.8150 -0.1770 -2.1808
H -2.1310 1.0454 -1.8060
H -2.5050 -0.7600 -1.6779
H -3.5364 0.7450 0.3415
H -2.2335 1.9221 0.8879
H -2.6909 0.3321 1.7891
H 1.8564 -3.0992 0.8583
H 2.8482 -1.8878 1.6139
H 2.8799 0.6294 -1.6537
*
```

=====

(2)
Entry from the Open Molecules 2025 dataset: a structure of composition C26H29CrF3N8O11S (ωB97M-V/def2-TZVPD).

Properties
- max |F| (hartree/bohr) = 0.00801
- gap between HOMO and LUMO (alpha / beta) (eV) = 6.21 / 7.78
- energy relative to the best compared isomer or geometry (same formula, charge and spin) (kJ/mol) = 0.00
- LUMO level (alpha / beta) (eV) = -0.089 / -0.855
- HOMO (alpha / beta) (hartree) = -0.23141 / -0.31733

ORCA input file:
```
! RIJCOSX wB97M-V def2-TZVPD def2/J DEFGRID3
* xyz 0 5
Cr -0.0149 -0.7761 -1.0301
O 4.0246 -5.6252 3.2482
C 2.9162 -6.1368 2.6614
O 2.5840 -7.2635 2.9024
C 2.1627 -5.2356 1.7424
C 0.8493 -5.5782 1.4347
C 0.0906 -4.7902 0.5930
C 0.6336 -3.6353 0.0101
C 1.9607 -3.3037 0.3051
C 2.7072 -4.0927 1.1586
N -0.1181 -2.8127 -0.8223
C -1.0934 -3.3389 -1.5758
C -1.9853 -2.4748 -2.2255
C -3.0152 -2.9127 -3.0895
C -3.8572 -1.9990 -3.6547
C -3.6946 -0.6317 -3.3598
C -2.6717 -0.2607 -2.5233
N -1.8201 -1.1357 -1.9693
H 4.1081 -4.6871 3.0436
H 0.4309 -6.4690 1.8841
H -0.9427 -5.0516 0.4046
H 2.4100 -2.4450 -0.1725
H 3.7443 -3.8188 1.3216
H -1.1784 -4.4112 -1.7093
H -3.1136 -3.9714 -3.2885
H -4.6469 -2.3231 -4.3196
H -4.3547 0.1194 -3.7665
H -2.5500 0.7759 -2.2420
C -2.8871 -1.5473 1.3591
C -1.5908 -0.9657 1.7789
N -0.5697 -0.6889 0.9920
C 0.4230 -0.1694 1.7769
C 0.0005 -0.1174 3.0688
N -1.2706 -0.6325 3.0454
C 0.5921 0.3681 4.3329
O 1.8051 0.9000 4.2465
O -0.0244 0.2923 5.3646
C 1.6844 0.1847 1.0930
O 2.5655 0.8495 1.6741
O 1.7431 -0.2188 -0.1093
H -2.9597 -1.5027 0.2762
H -3.7161 -0.9841 1.7863
H -2.9606 -2.5876 1.6813
H -1.8509 -0.7092 3.8674
H 2.1655 0.8439 3.3209
N 0.1069 1.2565 -1.5810
C 1.3110 1.3839 -2.4299
C 1.3129 2.6337 -3.2941
C 1.0988 3.9299 -2.5128
C 2.2255 4.2607 -1.5296
N 2.1482 3.5945 -0.2213
C 1.4944 4.1015 0.8217
N 1.7571 3.6476 2.0493
N 0.6501 5.1245 0.6516
C 1.4669 0.0921 -3.2503
O 2.1556 0.0854 -4.2453
O 0.8305 -0.9266 -2.7512
H -0.7128 1.5754 -2.0909
H 0.1701 1.8451 -0.7532
H 2.1731 1.3841 -1.7619
H 0.5526 2.5404 -4.0745
H 2.2708 2.6684 -3.8158
H 0.1362 3.9135 -1.9928
H 1.0407 4.7530 -3.2290
H 2.2675 5.3347 -1.3397
H 3.1876 3.9851 -1.9624
H 2.7391 2.7969 -0.0328
H 2.2171 2.7442 2.1079
H 1.0425 3.7865 2.7468
H 0.2353 5.2384 -0.2605
H 0.0104 5.3154 1.4069
F -3.2982 2.5752 2.7348
C -3.1433 3.3499 1.6579
F -4.3351 3.5559 1.1068
F -2.6569 4.5360 2.0684
S -1.9748 2.5783 0.4724
O -0.7609 2.4481 1.2698
O -1.8576 3.5473 -0.6011
O -2.5762 1.3150 0.1198
*
```

=====

(3)
Entry from the Open Molecules 2025 dataset: a cluster of 2 separate species, C5H11NO3 in total in a non-equilibrium geometry (ωB97M-V/def2-TZVPD).

Properties
- SMILES string = C=C(C)OC.NC(=O)O
- max |F| (hartree/bohr) = 0.09513
- gap between HOMO and LUMO (eV) = 9.35
- energy relative to the best compared isomer or geometry (same formula, charge and spin) (kJ/mol) = 346.19
- LUMO level (eV) = 0.648
- HOMO (hartree) = -0.31973

ORCA input file:
```
! RIJCOSX wB97M-V def2-TZVPD def2/J DEFGRID3
* xyz 0 1
C -1.0020 1.8364 -0.3553
C -1.3933 -1.7022 -0.7373
C -0.6659 -0.6612 0.0498
C -0.7691 -0.5466 1.3855
O -0.5412 0.6166 -0.8639
H -1.7045 1.7197 0.4820
H -1.5295 2.3641 -1.1529
H -0.1622 2.4429 0.0071
H -1.6140 -1.4156 -1.7617
H -0.7898 -2.6056 -0.8309
H -2.3136 -1.9832 -0.2275
H -0.4767 0.3085 1.9740
H -1.2925 -1.2931 1.9594
C 2.0401 0.2778 -0.5318
N 2.1348 0.7276 0.7487
O 1.2789 -0.9900 -0.5380
O 2.8172 0.4920 -1.4107
H 1.8803 -1.7431 -0.4292
H 2.8094 1.4541 0.9228
H 1.2936 0.7009 1.3100
*
```

=====

(4)
Entry from the Open Molecules 2025 dataset: a cluster of 2 separate species, C5H5F6N2 in total in a non-equilibrium geometry (ωB97M-V/def2-TZVPD).

Properties
- max |F| (hartree/bohr) = 0.11342
- gap between HOMO and LUMO (alpha / beta) (eV) = 8.53 / 7.30
- energy relative to the best compared isomer or geometry (same formula, charge and spin) (kJ/mol) = 290.85
- LUMO level (alpha / beta) (eV) = -4.165 / -5.233
- HOMO (alpha / beta) (hartree) = -0.46639 / -0.46043

ORCA input file:
```
! RIJCOSX wB97M-V def2-TZVPD def2/J DEFGRID3
* xyz 1 1
C 1.7090 0.4249 1.0444
C 0.6726 -1.3013 0.0527
C 0.0977 0.0151 -0.4669
C -2.2430 0.3607 0.8720
C -0.4745 0.3384 -1.8654
N 1.5938 -0.8845 0.9904
N 0.8845 0.9850 0.1060
F -2.3826 -0.9489 0.9112
F -1.3860 0.7947 1.8360
F -3.2050 1.0903 0.5885
F -1.7960 0.6599 -1.8938
F 0.1607 1.5090 -2.2491
F -0.2584 -0.5212 -2.7868
H 2.4458 0.9158 1.6609
H -0.0654 -1.9474 0.4345
H 1.1196 -2.0678 -0.6848
H 2.3321 -1.4860 1.3526
H 0.7948 2.0634 0.0978
*
```

=====

(5)
Entry from the Open Molecules 2025 dataset: a cluster of 3 separate species, C5H13NO in total in a non-equilibrium geometry (ωB97M-V/def2-TZVPD).

Properties
- max |F| (hartree/bohr) = 0.06642
- gap between HOMO and LUMO (eV) = 8.12
- energy relative to the best compared isomer or geometry (same formula, charge and spin) (kJ/mol) = 624.82
- LUMO level (eV) = -0.091
- HOMO (hartree) = -0.30162

ORCA input file:
```
! RIJCOSX wB97M-V def2-TZVPD def2/J DEFGRID3
* xyz 0 1
C -1.4453 -0.3268 -0.3187
C 0.2256 1.6925 1.3520
C -2.0934 -0.8218 0.9367
O 0.1290 0.6262 0.4710
H -1.7550 0.6593 -0.6436
H -1.5760 -0.9870 -1.1692
H -0.7656 2.0975 1.6189
H 0.7179 1.4053 2.2918
H 0.7876 2.5367 0.9181
H -1.5578 -1.6832 1.3378
H -2.1207 -0.0575 1.7087
H -3.1231 -1.1365 0.7282
C 2.1547 0.3529 -1.3363
C 0.7901 -1.4970 -0.8147
N 1.7365 -0.6971 -0.4364
H 1.3206 0.7578 -1.9225
H 2.6064 1.1550 -0.7533
H 2.9242 -0.0431 -2.0067
H 0.7126 -1.8429 -1.8463
H 0.3318 -2.1903 -0.1157
*
```

=====

(6)
Entry from the Open Molecules 2025 dataset: a cluster of 4 separate species, C3H17N2O3 in total in a non-equilibrium geometry (ωB97M-V/def2-TZVPD).

Properties
- max |F| (hartree/bohr) = 0.05057
- gap between HOMO and LUMO (eV) = 10.89
- energy relative to the best compared isomer or geometry (same formula, charge and spin) (kJ/mol) = 170.02
- LUMO level (eV) = -2.766
- HOMO (hartree) = -0.50183

ORCA input file:
```
! RIJCOSX wB97M-V def2-TZVPD def2/J DEFGRID3
* xyz 1 1
C 0.3645 -1.7756 -1.0525
N 1.0006 -0.8919 -2.0597
C -0.1555 -0.8794 0.0795
N 0.7476 0.1432 0.5801
C 1.9169 -0.4538 1.3023
H -0.4635 -2.3542 -1.4555
H 1.0914 -2.4717 -0.6340
H 0.4767 -0.9029 -2.9253
H 1.9339 -1.2215 -2.2702
H -1.0778 -0.4001 -0.2472
H -0.4870 -1.5746 0.8502
H 0.2391 0.8668 1.1359
H 1.1691 0.8149 -0.0687
H 1.9090 -0.1445 2.3496
H 1.7716 -1.5290 1.3260
H 2.9198 -0.2036 0.9686
H -1.0562 2.9435 0.9140
H -1.7262 1.9755 -0.1001
O -1.1763 2.0169 0.6917
H -0.7696 0.9356 -1.8662
H -1.4945 1.5321 -3.2182
O -1.5149 0.9489 -2.4609
H -1.7053 0.2589 2.7346
H -0.5254 -0.5878 3.1855
O -0.7423 0.2598 2.7820
*
```